Formula: C14H27IN3O4PS
Source: OMol25
Level of theory: ωB97M-V/def2-TZVPD

Results
Spin multiplicity = 1
HOMO-LUMO gap = 0.26510 hartree
Highest occupied orbital energy = -6.8 eV
Net charge = 0

Geometry as XYZ:
```
51
C14H27IN3O4PS, DFT ωB97M-V/def2-TZVPD
C 4.0184 0.1642 1.1958
N 3.6135 -1.2096 0.9061
C 2.2875 -1.6064 1.3436
P 0.9106 -1.0197 0.1443
C -0.4494 -1.6449 1.2682
C -1.5279 -2.5369 0.6520
C -2.4994 -3.0914 1.7058
C -3.7333 -2.2449 1.9319
S -3.4269 -0.6179 2.6718
C -3.0221 0.2498 1.2211
N -3.5844 0.1430 0.0589
N -2.8634 0.9841 -0.7913
C -1.9469 1.5202 -0.0638
O -1.9756 1.1020 1.2249
C -0.2988 -0.3230 -1.1900
C -0.3321 -0.9912 -2.5654
C -0.5265 -2.4999 -2.5903
I 1.4172 -0.4301 -3.7049
H 5.0845 0.1996 1.4128
H 3.8417 0.8524 0.3662
H 3.4695 0.5467 2.0497
H 3.7579 -1.4304 -0.0707
H 2.0913 -1.1560 2.3187
H 2.2595 -2.6938 1.4693
H 1.3718 0.3053 0.3639
H 1.5984 -1.7589 -0.8723
H -0.8730 -0.7587 1.7383
H 0.0274 -2.2171 2.0607
H -2.1133 -2.0154 -0.1010
H -1.0363 -3.3809 0.1736
H -2.8579 -4.0661 1.3690
H -1.9691 -3.2718 2.6395
H -4.2737 -2.0825 1.0050
H -4.4033 -2.7393 2.6305
H -1.1643 2.1870 -0.3739
H 0.0268 0.7057 -1.3379
H -1.3315 -0.2575 -0.8426
H -1.1468 -0.5555 -3.1339
H 0.0551 -3.0232 -1.8386
H -0.2658 -2.9040 -3.5627
H -1.5772 -2.7185 -2.4040
C 0.4308 4.9984 -1.0241
C 1.8845 5.2821 -1.3527
O 2.5767 4.4461 -0.4184
C 1.7596 3.4359 -0.0515
O 2.0806 2.4835 0.5769
O 0.4987 3.6631 -0.5085
H -0.2267 5.0303 -1.8885
H 0.0419 5.6549 -0.2445
H 2.1518 4.9717 -2.3638
H 2.1699 6.3194 -1.2035
```



Formula: C17H28ClNO3
Source: OMol25
Level of theory: ωB97M-V/def2-TZVPD

Results
Spin multiplicity = 1
HOMO-LUMO gap = 0.31833 hartree
Highest occupied orbital energy = -8.1 eV
Energy above the lowest of the compared OMol25 structures with the same formula, charge and spin = 4.62 kcal/mol
Net charge = 0

Geometry as XYZ:
```
50
C17H28ClNO3, DFT ωB97M-V/def2-TZVPD
C 3.2150 -3.4160 -3.6510
C 2.4308 -2.6310 -4.6944
C 2.0642 -1.2218 -4.2288
C 1.0182 -1.1931 -3.1148
H 0.5818 -0.1892 -3.0465
H 0.2156 -1.9082 -3.3272
O 1.6567 -1.5158 -1.8919
C 1.0802 -1.2066 -0.7027
C 1.9574 -1.0514 0.3725
C 1.5266 -0.7411 1.6486
C 0.1729 -0.5796 1.8878
C -0.7197 -0.7694 0.8419
C -0.2991 -1.0773 -0.4437
O -1.1541 -1.3050 -1.4891
C -2.5240 -0.9747 -1.3709
C -2.7861 0.5287 -1.3550
H -3.8567 0.7070 -1.4073
H -2.4015 0.9961 -0.4520
H -2.3109 0.9934 -2.2157
H -2.9687 -1.4601 -0.4935
H -2.9711 -1.4169 -2.2662
H -1.7746 -0.6801 1.0468
C -0.3434 -0.1914 3.2576
N -1.3161 0.8824 3.2871
H -2.0562 0.6933 2.6205
C -0.8638 2.2544 3.0854
C -0.1829 2.7480 4.3660
H 0.7804 2.2632 4.4939
H -0.0215 3.8218 4.3204
H -0.8051 2.5178 5.2265
C 0.0691 2.4676 1.8838
H 0.9946 1.9136 2.0073
H 0.3071 3.5247 1.7895
H -0.4160 2.1375 0.9690
C -2.1493 3.0713 2.8585
O -2.8079 2.5870 1.7029
H -3.6112 3.0989 1.5706
H -2.7978 2.9619 3.7376
H -1.8940 4.1316 2.7363
H 0.4941 0.0778 3.9028
H -0.8364 -1.0647 3.7038
H 2.2505 -0.6186 2.4387
Cl 3.6450 -1.2439 0.0683
H 1.6632 -0.6599 -5.0752
H 2.9603 -0.7113 -3.8720
H 3.0299 -2.5487 -5.6050
H 1.5163 -3.1724 -4.9494
H 3.4600 -4.4072 -4.0272
H 4.1408 -2.9005 -3.4066
H 2.6377 -3.5219 -2.7379
```



Formula: C16H18N7O2Rh
Source: OMol25
Level of theory: ωB97M-V/def2-TZVPD

Results
Spin multiplicity = 1
HOMO-LUMO gap (spin up / spin down) = 0.24501 / 0.24528 hartree
Highest occupied orbital energy (spin up / spin down) = -14.9 / -14.9 eV
Energy above the lowest of the compared OMol25 structures with the same formula, charge and spin = 1.50 kcal/mol
Net charge = +2

Geometry as XYZ:
```
44
C16H18N7O2Rh, DFT ωB97M-V/def2-TZVPD
Rh 0.3296 1.6526 -0.0185
N 2.3675 2.0892 -0.1096
N 2.6340 3.4712 -0.1095
C 1.6045 4.3463 -0.1043
N 1.8645 5.6341 -0.1262
N 0.3883 3.7657 -0.0758
N -0.7767 4.5861 -0.0903
O -0.6476 5.7878 -0.0958
O -1.8097 3.9800 -0.0963
H 2.8217 1.6618 0.6973
H 2.7597 1.6712 -0.9540
H 3.5968 3.7700 -0.1425
H 2.8084 5.9868 -0.1506
H 1.0871 6.2816 -0.1178
C -4.2157 1.2084 0.2435
C -2.7716 1.1855 0.1788
N -1.6300 1.1625 0.1281
H -4.5551 0.5115 1.0090
H -4.6268 0.9256 -0.7248
H -4.5383 2.2183 0.4975
N 0.6433 -0.0715 0.0168
C 0.3745 -1.3141 0.0266
C 0.2716 -2.0209 1.3117
C 0.9450 -1.5558 2.4446
C 0.7969 -2.2172 3.6484
C -0.0310 -3.3317 3.7298
C -0.7099 -3.7897 2.6090
C -0.5590 -3.1420 1.3945
C 0.2301 -1.9834 -1.2834
C -0.4142 -1.3392 -2.3406
C -0.5264 -1.9809 -3.5614
C 0.0231 -3.2455 -3.7333
C 0.6804 -3.8787 -2.6859
C 0.7839 -3.2543 -1.4548
H 1.6052 -0.7008 2.3750
H 1.3321 -1.8759 4.5237
H -0.1417 -3.8488 4.6735
H -1.3537 -4.6555 2.6796
H -1.0926 -3.4905 0.5207
H -0.8485 -0.3579 -2.1989
H -1.0440 -1.4993 -4.3796
H -0.0623 -3.7417 -4.6908
H 1.1092 -4.8610 -2.8279
H 1.2974 -3.7400 -0.6357
```



Formula: C3H10O
Source: OMol25
Level of theory: ωB97M-V/def2-TZVPD

Results
<S²> = 0.75
Spin multiplicity = 2
HOMO-LUMO gap (spin up / spin down) = 0.07445 / 0.36981 hartree
Highest occupied orbital energy (spin up / spin down) = 1.5 / -6.6 eV
Energy above the lowest of the compared OMol25 structures with the same formula, charge and spin = 21.59 kcal/mol
Net charge = -1

Geometry as XYZ:
```
14
C3H10O, DFT ωB97M-V/def2-TZVPD
C -1.6098 -0.6325 1.6954
C -0.3267 -1.4173 1.3513
C 0.0650 -1.2967 -0.0741
H -1.7144 0.2706 1.3126
H -1.4728 -0.4267 2.7794
H -2.4066 -1.2774 1.4948
H -0.4532 -2.5478 1.6400
H 0.3367 -1.1076 2.1895
H 1.0217 -0.9438 -0.2673
H -0.0477 -2.2706 -0.6409
H -0.5096 -0.6117 -0.5293
H 1.7391 3.9963 -3.1742
H 2.8846 4.5454 -4.0697
O 2.4938 3.7199 -3.7074
```



Formula: H6O2S2
Source: OMol25
Level of theory: ωB97M-V/def2-TZVPD

Results
Spin multiplicity = 1
HOMO-LUMO gap = 0.32159 hartree
Highest occupied orbital energy = -8.7 eV
Energy above the lowest of the compared OMol25 structures with the same formula, charge and spin = 16.03 kcal/mol
Net charge = 0

Geometry as XYZ:
```
10
H6O2S2, DFT ωB97M-V/def2-TZVPD
S -3.3533 1.1747 0.3286
S -1.4940 0.1405 0.7447
H -2.8973 2.1417 -0.5338
H -2.0143 -0.7140 1.6494
H 1.8019 1.1183 0.3153
H 2.9889 1.4607 -0.6164
O 2.3534 0.7866 -0.4681
H 0.3048 -2.6511 -0.4389
H 1.2865 -1.3727 -0.7651
O 1.0234 -2.0848 -0.2158
```



Formula: C8H18OSi
Source: OMol25
Level of theory: ωB97M-V/def2-TZVPD

Results
Spin multiplicity = 1
HOMO-LUMO gap (spin up / spin down) = 0.27165 / 0.27243 hartree
Highest occupied orbital energy (spin up / spin down) = -7.3 / -6.6 eV
Energy above the lowest of the compared OMol25 structures with the same formula, charge and spin = 108.79 kcal/mol
Net charge = 0

Geometry as XYZ:
```
28
C8H18OSi, DFT ωB97M-V/def2-TZVPD
C 5.0442 -0.6048 0.6301
C 4.0030 -1.3381 1.1114
C 0.5498 1.7696 -1.6072
C -3.1761 0.8560 0.0078
C -2.3719 -0.0156 2.1515
C -0.6316 -2.1316 -2.3370
C 0.2407 1.2205 -0.2290
C -2.3897 -0.2182 0.6152
O -0.9751 -1.4541 -1.2927
Si -0.6895 -0.3750 -0.0835
H 5.4618 0.3299 1.0524
H 5.5221 -0.9424 -0.3548
H 3.7319 -0.9390 2.1405
H 1.6459 1.8800 -1.7098
H 0.2429 1.0392 -2.3978
H 0.1215 2.7377 -1.7850
H -2.4894 1.6703 -0.1605
H -3.6912 0.5314 -0.8935
H -3.9871 1.1649 0.6164
H -2.0851 1.0087 2.4330
H -1.7527 -0.7564 2.6998
H -3.4263 0.1355 2.5858
H 0.3323 -2.0014 -2.7462
H -1.0375 -3.1357 -2.3636
H 3.7116 -2.2581 0.7320
H -0.2433 2.0508 0.3710
H 1.2165 1.0610 0.2806
H -2.8777 -1.2850 0.5332
```



Formula: C2H6NO2
Source: OMol25
Level of theory: ωB97M-V/def2-TZVPD

Results
<S²> = 0.79
Spin multiplicity = 2
HOMO-LUMO gap (spin up / spin down) = 0.34520 / 0.20458 hartree
Highest occupied orbital energy (spin up / spin down) = -9.2 / -9.2 eV
Energy above the lowest of the compared OMol25 structures with the same formula, charge and spin = 48.64 kcal/mol
Net charge = 0

Geometry as XYZ:
```
11
C2H6NO2, DFT ωB97M-V/def2-TZVPD
C -1.4841 1.3966 -0.8192
O -0.5779 1.5643 0.2511
H -2.0822 0.5175 -0.7427
H -2.0908 2.2764 -1.1131
H -0.8277 1.2460 -1.7184
C 1.9094 -1.4201 0.7535
N 0.6017 -0.9563 0.7493
O 2.1545 -2.6385 1.0540
H 2.5902 -0.7807 0.1257
H -0.1183 0.4812 0.4070
H -0.0748 -1.6864 1.0527
```



Formula: C3H4N4O
Source: OMol25
Level of theory: ωB97M-V/def2-TZVPD

Results
Spin multiplicity = 1
HOMO-LUMO gap = 0.30109 hartree
Highest occupied orbital energy = -9.8 eV
Energy above the lowest of the compared OMol25 structures with the same formula, charge and spin = 134.03 kcal/mol
Net charge = 0

Geometry as XYZ:
```
12
C3H4N4O, DFT ωB97M-V/def2-TZVPD
C -0.3476 -0.2064 2.2228
C 0.3294 0.3609 0.0834
C 0.2210 -0.1062 -2.5610
H -1.4269 -0.4766 2.0237
H -0.4467 0.3175 3.3163
H 0.2008 -1.1621 2.5877
H -0.0427 -0.0387 -3.7282
N 0.2535 0.8158 1.3353
N 0.9391 1.2080 -0.8936
N 1.0476 0.9582 -2.1176
N -0.5338 -0.8991 -1.8300
O -0.1938 -0.7712 -0.4390
```



Formula: C5H4N
Source: OMol25
Level of theory: ωB97M-V/def2-TZVPD

Results
Spin multiplicity = 1
HOMO-LUMO gap (spin up / spin down) = 0.29953 / 0.29948 hartree
Highest occupied orbital energy (spin up / spin down) = -14.6 / -14.6 eV
Energy above the lowest of the compared OMol25 structures with the same formula, charge and spin = 91.08 kcal/mol
Net charge = +1

Geometry as XYZ:
```
10
C5H4N, DFT ωB97M-V/def2-TZVPD
C 0.7242 -0.1330 -0.9349
C 1.6076 -0.8022 -0.3427
C -2.6778 0.1694 -0.3204
C -1.4986 0.2866 -0.5211
C 1.7514 -0.4990 0.9394
N -0.2251 0.6431 -0.5724
H -3.6678 -0.1793 -0.3856
H 1.0620 -1.0776 1.5540
H 2.7804 -0.0480 1.2374
H 0.1437 1.6400 -0.6536
```



Formula: C3H10NO2
Source: OMol25
Level of theory: ωB97M-V/def2-TZVPD

Results
Spin multiplicity = 1
HOMO-LUMO gap = 0.42400 hartree
Highest occupied orbital energy = -15.0 eV
Energy above the lowest of the compared OMol25 structures with the same formula, charge and spin = 36.84 kcal/mol
Net charge = +1

Geometry as XYZ:
```
16
C3H10NO2, DFT ωB97M-V/def2-TZVPD
C 1.3898 0.7084 0.2057
O 1.0609 2.0208 0.7839
C -0.0212 0.1149 -0.2637
C -0.0120 -1.4022 -0.6900
O -1.3459 -1.6604 -1.1089
N -0.9406 0.2386 0.9736
H 1.8338 -0.0004 0.8972
H 1.8808 0.8904 -0.7575
H 1.6866 2.6646 0.3125
H -0.4842 0.6732 -1.0846
H 0.5572 -1.4471 -1.7066
H 0.3461 -2.1290 0.0975
H -1.5157 -2.6252 -1.2120
H -1.2103 1.2857 1.1358
H -1.8549 -0.2528 0.7398
H -0.5153 -0.1394 1.8516
```



Formula: C41H87N2O15PS5Si2
Source: OMol25
Level of theory: ωB97M-V/def2-TZVPD

Results
Spin multiplicity = 1
HOMO-LUMO gap = 0.29558 hartree
Highest occupied orbital energy = -7.7 eV
Net charge = 0

Geometry as XYZ:
```
153
C41H87N2O15PS5Si2, DFT ωB97M-V/def2-TZVPD
C -2.0123 4.0384 -0.9696
C -1.9547 3.1786 -2.3920
C -0.3813 3.1201 -2.9548
C 0.4868 2.3448 -1.7947
C 1.6250 1.3018 -2.3896
C 3.0156 1.6120 -1.5794
Si 4.5041 0.4516 -2.1195
O 4.2297 -1.1958 -1.5779
Si 5.2521 -1.6413 -0.2215
O 5.0790 -0.5982 1.2009
C 7.1248 -1.9408 -0.7182
N 7.9130 -1.6715 0.5811
C 4.6157 -3.4063 0.3616
C 2.9740 -3.4858 0.3846
C 2.3559 -2.3689 1.4133
C 1.0597 -3.0344 2.2094
C -0.3261 -2.9491 1.3096
C -0.5281 -4.3149 0.3780
O -1.2711 -3.9684 -0.8791
C -0.2750 -3.8829 -1.9915
C 0.4843 -2.4811 -2.3739
O 0.0810 -4.9780 -2.7092
N 4.6966 0.3698 -3.9290
C 3.5622 -0.4614 -4.5554
C 5.9539 -0.4201 -4.3092
C 7.0749 0.1365 -5.4187
O 6.2366 -1.6566 -3.8129
P 6.3210 1.4069 -1.3401
C 6.7558 2.7613 -2.6438
C 5.9936 2.3510 0.2872
C 5.8565 3.9773 0.1360
H -2.8455 4.8876 -1.0523
H -0.9563 4.5436 -0.7362
H -2.2201 3.3341 -0.0331
H -2.2644 2.0654 -2.1279
H -2.6930 3.6075 -3.2141
H -0.0754 4.2656 -3.0925
H -0.3265 2.6311 -4.0188
H -0.2650 1.8380 -1.0353
H 1.0413 3.1964 -1.1697
H 1.7696 1.5727 -3.5252
H 1.2426 0.2018 -2.2758
H 3.3641 2.7067 -1.9033
H 2.8949 1.6588 -0.4035
H 5.2568 -1.2217 1.9843
H 7.4952 -1.2263 -1.5676
H 7.3388 -3.0558 -1.0095
H 8.9265 -1.5196 0.3724
H 7.7883 -2.4609 1.2586
H 4.9671 -4.1538 -0.4993
H 5.1391 -3.7762 1.3414
H 2.5747 -3.3647 -0.7332
H 2.6696 -4.5496 0.7828
H 3.1131 -2.0296 2.2464
H 1.9344 -1.4909 0.7612
H 1.2614 -4.1862 2.4139
H 0.8599 -2.5157 3.2408
H -1.2193 -2.9090 2.0993
H -0.3178 -1.9654 0.6376
H -1.2004 -5.0563 1.0044
H 0.5159 -4.7780 0.1167
H -0.1554 -1.7504 -3.0568
H 1.5284 -2.7397 -2.8877
H 0.7801 -1.9546 -1.3463
H 2.7917 -0.8450 -3.7386
H 3.9660 -1.4453 -5.0851
H 2.9542 0.1216 -5.3678
H 8.0739 0.2736 -4.7808
H 6.7539 1.1451 -5.9196
H 7.3015 -0.7315 -6.1756
H 7.6988 3.3620 -2.2983
H 5.8784 3.5577 -2.7729
H 6.9797 2.3418 -3.7129
H 6.7661 2.0540 1.1354
H 4.9372 1.9658 0.6887
H 5.9172 4.4196 1.2432
H 4.7675 4.2672 -0.2434
H 6.7167 4.4989 -0.4615
C 9.7336 -3.2834 -5.0505
C 11.2123 -3.5017 -4.7338
C 11.4557 -3.0000 -3.3114
S 9.9042 -3.1829 -2.4448
O 9.4095 -1.8658 -2.1031
O 10.0275 -4.2433 -1.4647
C 8.9721 -3.7927 -3.8358
H 9.4320 -3.8068 -5.9624
H 9.5402 -2.2136 -5.1937
H 11.4436 -4.5723 -4.7920
H 11.8600 -2.9868 -5.4503
H 12.2262 -3.5863 -2.8044
H 11.7266 -1.9407 -3.3015
H 7.9454 -3.4259 -3.7875
H 8.9843 -4.8859 -3.7933
C 0.0367 -0.0069 7.5993
C 1.1598 0.8069 6.9583
C 1.3599 0.2749 5.5402
S -0.2193 -0.3834 5.0260
O -0.0887 -1.8154 4.8579
O -0.7798 0.4703 3.9977
C -1.0719 -0.0704 6.5592
H -0.3124 0.4466 8.5315
H 0.3961 -1.0174 7.8274
H 0.8676 1.8633 6.9182
H 2.0862 0.7445 7.5378
H 1.6642 1.0679 4.8523
H 2.0900 -0.5388 5.5173
H -1.7971 -0.8628 6.7521
H -1.5819 0.8933 6.4678
C -5.5784 -3.6310 0.1291
C -4.3751 -2.9945 -0.5649
C -4.9119 -2.0042 -1.5970
S -6.4954 -1.4510 -0.9823
O -7.5277 -1.9151 -1.8852
O -6.3899 -0.0650 -0.5718
C -6.5129 -2.4804 0.4722
H -5.2835 -4.1893 1.0224
H -6.0755 -4.3269 -0.5571
H -3.7666 -2.4617 0.1759
H -3.7346 -3.7469 -1.0354
H -4.2470 -1.1446 -1.7135
H -5.0734 -2.4844 -2.5661
H -7.5323 -2.8047 0.6883
H -6.1206 -1.8894 1.3051
C -8.8523 1.4551 3.0503
C -9.2158 1.6546 1.5797
C -9.3152 0.2707 0.9401
S -9.7805 -0.8525 2.2492
O -8.6884 -1.7762 2.4734
O -11.1421 -1.2993 2.0327
C -9.7747 0.3569 3.5579
H -8.9704 2.3774 3.6266
H -7.8066 1.1354 3.1326
H -10.1846 2.1639 1.5094
H -8.4795 2.2770 1.0617
H -10.0729 0.2448 0.1529
H -8.3511 -0.0556 0.5403
H -9.4288 -0.0995 4.4870
H -10.7978 0.7257 3.6772
C -12.4295 6.4251 1.8615
C -11.2617 7.2983 2.3180
C -10.3467 6.4278 3.1776
S -10.5622 4.7518 2.5977
O -11.1736 3.9737 3.6546
O -9.3560 4.3236 1.9179
C -11.8070 5.1238 1.3780
H -13.0139 6.9083 1.0731
H -13.0982 6.2298 2.7083
H -10.7108 7.6584 1.4407
H -11.6060 8.1769 2.8725
H -9.2983 6.7174 3.0700
H -10.6363 6.4616 4.2315
H -12.5233 4.3031 1.3128
H -11.3029 5.2616 0.4168
```



Formula: C4H12N2
Source: OMol25
Level of theory: ωB97M-V/def2-TZVPD

Results
Spin multiplicity = 1
HOMO-LUMO gap = 0.35385 hartree
Highest occupied orbital energy = -8.6 eV
Energy above the lowest of the compared OMol25 structures with the same formula, charge and spin = 42.49 kcal/mol
Net charge = 0

Geometry as XYZ:
```
18
C4H12N2, DFT ωB97M-V/def2-TZVPD
C -1.0279 -0.0860 0.4542
C 0.4299 -0.9356 0.6335
C 2.3165 0.3707 -0.1740
C -1.8240 -0.4325 -0.8073
N 1.4459 -0.7761 -0.3590
N -0.7872 1.3315 0.6460
H 0.5505 -0.4708 -0.9441
H -1.5987 -0.4306 1.3228
H -1.6380 1.8156 0.9112
H -0.4267 1.7504 -0.2047
H 0.7905 -0.6064 1.6115
H 0.1254 -1.9849 0.6795
H 3.0200 0.4045 -1.0059
H 2.8795 0.2494 0.7562
H 1.8087 1.3445 -0.1361
H -1.9799 -1.5072 -0.8857
H -2.7930 0.0696 -0.7956
H -1.2914 -0.1062 -1.7027
```



| no. | E (eV) |
| --- | --- |
| 1 | -55837.0751 |
| 2 | -38237.8368 |
| 3 | -34398.8551 |
| 4 | -5318.0570 |
| 5 | -25862.0912 |
| 6 | -18508.4571 |
| 7 | -7752.5085 |
| 8 | -11178.1568 |
| 9 | -6724.3902 |
| 10 | -8850.7434 |
| 11 | -156832.2671 |
| 12 | -7321.1864 |